DFT (ωB97M-V/def2-TZVPD) results for a molecular structure, C44H110F3N2NiO26 at a distorted geometry.

Atoms and positions in Å:
Ni 3.2071 -2.2248 3.0733
C 0.2548 -1.7022 1.5024
O 0.9675 -0.8918 0.6071
O 1.2909 -2.2782 2.2209
C -0.9475 -0.9306 2.2135
F -1.9320 -0.5334 1.3413
F -1.6139 -1.7515 3.0859
F -0.6107 0.1194 2.8732
C 0.3286 -0.5809 -0.6715
C 1.4425 -0.1024 -1.5615
H 2.2188 -0.8674 -1.5483
H 1.1273 0.0964 -2.5858
H 1.7541 0.9098 -1.3037
H -0.4514 0.1708 -0.5504
H -0.2348 -1.3511 -1.1983
H -0.2175 -2.5635 1.0300
C -3.0255 1.0929 -3.9022
C -3.2217 1.4649 -2.4307
C -2.1157 2.4547 -1.9140
C -2.2661 3.8578 -2.4825
C -3.5842 4.4284 -2.0227
C -4.8020 3.5693 -2.4373
N -4.5582 2.1181 -2.2742
O -5.6364 1.3007 -2.5944
C -5.9409 4.1683 -1.5511
C -5.1917 3.8946 -3.9754
C -3.1876 0.0668 -1.7449
H -2.0050 0.7265 -4.0141
H -3.0369 2.0199 -4.4754
H -3.7609 0.4263 -4.3528
H -2.0923 2.5335 -0.8271
H -1.1052 2.1387 -2.1731
H -2.3005 3.8869 -3.5715
H -1.4218 4.4731 -2.1716
H -3.7441 5.4634 -2.3250
H -3.5049 4.4450 -0.9357
H -6.8962 3.9129 -2.0097
H -5.8686 3.7963 -0.5291
H -5.9538 5.2573 -1.5954
H -5.0028 4.9433 -4.2049
H -4.5310 3.4029 -4.6894
H -6.2004 3.7597 -4.3659
H -2.3870 -0.6312 -1.9894
H -4.1299 -0.4676 -1.8654
H -3.0620 0.2446 -0.6768
H -5.8322 0.9088 -1.7402
C 2.2472 5.6644 -2.1245
C 2.7506 4.8419 -3.3756
C 2.0638 3.4938 -3.3323
C 2.1959 2.7851 -4.5833
C 1.8199 3.6076 -5.7867
C 2.5424 5.0222 -5.8965
N 2.4135 5.6625 -4.5509
O 2.9251 6.9436 -4.5316
C 4.0390 4.8575 -6.4022
C 1.7529 5.8531 -6.8980
C 4.2705 4.5542 -3.1477
H 2.4025 5.1331 -1.1855
H 1.2518 6.1083 -2.1403
H 2.9388 6.4929 -1.9715
H 2.5602 2.8672 -2.5913
H 1.0312 3.5742 -2.9927
H 1.4314 2.0092 -4.6246
H 3.1492 2.2568 -4.5959
H 0.7493 3.6424 -5.9887
H 2.1228 3.0513 -6.6737
H 4.6352 5.7413 -6.1753
H 4.5692 3.9780 -6.0369
H 4.0463 4.8047 -7.4909
H 1.7023 5.4249 -7.8991
H 0.7806 6.1786 -6.5280
H 2.2368 6.8262 -6.9820
H 4.7757 3.8795 -3.8388
H 4.4119 4.0714 -2.1808
H 4.9279 5.4237 -3.1515
H 2.1723 7.5383 -4.4962
C -4.8538 -2.5687 1.3146
C -4.6324 -3.9235 0.5489
O -3.6857 -4.7857 1.0616
O -5.4204 -2.6399 2.5920
H -5.5623 -1.9327 0.7838
H -3.8873 -2.0683 1.2557
H -4.3870 -3.9818 -0.5116
H -5.5691 -4.4776 0.4885
H -3.9641 -4.9886 1.9576
H -5.1670 -3.4824 2.9762
C 5.4380 -1.0717 1.6335
C 5.6589 -0.6507 3.0380
O 5.1670 -1.5595 3.9415
O 4.0466 -1.2164 1.3954
H 5.9284 -2.0005 1.3419
H 5.8741 -0.3983 0.8956
H 5.0916 0.2666 3.1957
H 6.7278 -0.4495 3.1091
H 5.7086 -1.4565 4.7274
H 3.9837 -1.2723 0.4391
C 3.3263 -1.3767 -4.4421
C 4.5113 -2.2357 -4.9492
O 5.1792 -1.5661 -6.0006
O 3.8221 -0.3471 -3.6243
H 2.6016 -2.0289 -3.9548
H 2.7822 -0.8582 -5.2315
H 4.1866 -3.1993 -5.3418
H 5.3523 -2.3628 -4.2676
H 5.3942 -2.2613 -6.6267
H 3.9431 0.3990 -4.2162
C 1.2245 -6.5347 2.2543
C 0.8031 -5.9243 3.6035
O -0.2709 -5.0253 3.4189
O 1.9147 -5.5565 1.4750
H 0.3780 -6.9296 1.6926
H 1.9781 -7.3207 2.3048
H 1.6421 -5.6242 4.2314
H 0.4437 -6.7895 4.1607
H 0.0510 -4.2754 2.9132
H 2.6224 -5.0773 1.9121
C 3.3480 -3.8053 -1.0775
C 4.7953 -3.4464 -1.1875
O 4.8812 -1.9602 -1.2745
O 2.8551 -3.9151 -2.3731
H 2.7230 -3.1864 -0.4339
H 3.2274 -4.8132 -0.6806
H 5.1766 -3.8942 -2.1053
H 5.3892 -3.9826 -0.4472
H 4.2292 -1.6060 -1.8837
H 1.9997 -4.3321 -2.4994
C 1.8254 3.8683 1.5097
C 2.0204 2.4042 2.0500
O 1.7565 2.3408 3.4041
O 2.4038 4.7778 2.3937
H 0.7489 4.0122 1.6028
H 2.1824 3.9260 0.4814
H 3.0630 2.1766 1.8281
H 1.4528 1.6826 1.4625
H 0.9098 2.7421 3.6128
H 2.0352 4.8029 3.2797
C -3.6373 2.4042 1.9880
C -4.6528 1.3238 1.4927
O -5.8140 1.3574 2.1830
O -3.3278 2.2178 3.3368
H -3.9708 3.4364 1.8809
H -2.7509 2.4526 1.3556
H -4.2240 0.3226 1.4502
H -4.8706 1.6004 0.4611
H -5.6570 0.9235 3.0249
H -4.0068 1.7651 3.8424
C 0.0861 -6.0571 -2.2267
C -0.6193 -5.6013 -0.9382
O -1.9519 -5.1569 -1.1647
O 0.2731 -4.9324 -3.0823
H -0.5821 -6.7044 -2.7948
H 1.0878 -6.4700 -2.1080
H -0.0321 -4.8719 -0.3802
H -0.6107 -6.5366 -0.3785
H -2.4534 -5.0212 -0.3574
H -0.5017 -4.3859 -2.9324
C -0.6087 -3.6715 7.3837
C -1.5262 -3.1231 6.2675
O -2.0320 -4.0480 5.3832
O 0.7444 -3.7900 6.9607
H -1.0520 -4.6034 7.7347
H -0.4741 -2.8869 8.1282
H -0.9828 -2.3303 5.7534
H -2.3100 -2.6121 6.8267
H -1.3589 -4.4268 4.8130
H 1.2202 -3.8886 7.7886
C 2.6510 -1.3544 5.8329
C 1.7885 -0.2789 5.1705
O 2.4887 -0.1768 3.9105
O 2.4735 -2.5680 5.1127
H 2.2613 -1.4860 6.8423
H 3.7120 -1.1190 5.9168
H 1.7996 0.6734 5.7007
H 0.7925 -0.7024 5.2994
H 2.1717 0.6383 3.5147
H 2.0584 -3.2626 5.6293
C -5.7669 -0.2785 6.4987
C -4.7738 -0.7580 5.4550
O -4.7864 -0.0885 4.2272
O -5.4870 1.0025 6.9211
H -5.6467 -0.9399 7.3568
H -6.8141 -0.2781 6.1964
H -4.8201 -1.8315 5.2715
H -3.7392 -0.5627 5.7369
H -4.3082 -0.6611 3.6229
H -5.9967 1.6439 6.4208

HOMO level (alpha / beta)	-11.4 / -11.4	eV
expectation value of S²	3.76
maximum force	3.8	eV/Å
spin multiplicity	4
lowest unoccupied orbital energy (alpha / beta)	-4.68 / -7.82	eV
charge	+2
HOMO-LUMO gap (alpha / beta)	0.24653 / 0.13130	Ha

=====

DFT (ωB97M-V/def2-TZVPD) results for a molecular structure, C32H27Br4N4O2ReSb.

Atoms and positions in Å:
Re -0.1324 -0.0658 0.2691
C 0.1598 -1.5405 -3.1766
C -0.0697 -0.0676 -3.1163
C -0.2396 0.6923 -4.2662
C -0.4831 2.0524 -4.1767
C -0.5803 2.6485 -2.9302
C -0.4068 1.8179 -1.8516
N -0.1417 0.5175 -1.9117
Sb 2.0026 2.9626 1.5076
C 2.5765 1.3369 0.2677
C 3.8608 1.6065 -0.2709
C 4.5379 0.6715 -0.9925
C 3.9589 -0.5993 -1.1408
C 2.7110 -0.8407 -0.6337
C 2.2039 -2.2577 -0.6515
N 1.9830 0.1444 -0.0054
C 0.0913 2.4525 2.3291
C -0.4865 3.5119 3.0460
C -1.6700 3.3242 3.7218
C -2.2399 2.0544 3.7295
C -1.6351 1.0337 3.0184
C -2.1925 -0.3586 3.0957
N -0.5170 1.2512 2.2855
H -0.0863 -1.9211 -4.1658
H 1.1995 -1.7768 -2.9647
H -0.4592 -2.0418 -2.4302
H -0.1836 0.2070 -5.2306
H -0.6083 2.6440 -5.0744
H -0.7836 3.6998 -2.7841
H 4.3013 2.5786 -0.0833
H 5.5151 0.8872 -1.4067
H 4.4948 -1.4037 -1.6268
H 2.6722 -2.8141 -1.4634
H 2.4809 -2.7468 0.2872
H 1.1253 -2.3305 -0.7336
H 0.0004 4.4803 3.0457
H -2.1414 4.1437 4.2512
H -3.1445 1.8492 4.2872
H -3.0849 -0.3677 3.7199
H -2.4557 -0.7468 2.1138
H -1.4510 -1.0317 3.5332
Br -4.1146 5.9351 0.5962
C -3.5421 4.1550 0.3618
C -4.4088 3.0823 0.5772
Br -6.1896 3.4072 1.0988
C -3.9761 1.7688 0.4255
Br -5.0933 0.2847 0.6987
C -2.6470 1.4940 0.0737
O -2.1570 0.2914 -0.0591
C -1.8168 2.5957 -0.1796
O -0.4985 2.2506 -0.5435
C -2.2266 3.9018 -0.0334
Br -0.9898 5.2724 -0.3728
C -1.8193 -3.5009 0.3360
C -0.8067 -3.7326 1.4244
C -0.6913 -4.9661 2.0527
C 0.2560 -5.1801 3.0409
C 1.1027 -4.1507 3.4269
C 1.0234 -2.8984 2.8359
C 1.9386 -1.7774 3.2443
C 0.0681 -2.7062 1.8230
N -0.0380 -1.4643 1.2435
H -2.6298 -4.2264 0.4073
H -1.3594 -3.6176 -0.6506
H -2.2428 -2.4981 0.3781
H -1.3612 -5.7680 1.7636
H 0.3273 -6.1487 3.5199
H 1.8331 -4.3166 4.2109
H 2.2332 -1.8854 4.2879
H 1.4669 -0.8039 3.1083
H 2.8526 -1.7776 2.6423

HOMO level (alpha / beta)	-5.6 / -5.6	eV
expectation value of S²	0.76
maximum force	0.7	eV/Å
spin multiplicity	2
lowest unoccupied orbital energy (alpha / beta)	-0.24 / -0.27	eV
charge	0
HOMO-LUMO gap (alpha / beta)	0.19652 / 0.19534	Ha

=====

Repeat the second record exactly.
DFT (ωB97M-V/def2-TZVPD) results for a molecular structure, C32H27Br4N4O2ReSb.

Atoms and positions in Å:
Re -0.1324 -0.0658 0.2691
C 0.1598 -1.5405 -3.1766
C -0.0697 -0.0676 -3.1163
C -0.2396 0.6923 -4.2662
C -0.4831 2.0524 -4.1767
C -0.5803 2.6485 -2.9302
C -0.4068 1.8179 -1.8516
N -0.1417 0.5175 -1.9117
Sb 2.0026 2.9626 1.5076
C 2.5765 1.3369 0.2677
C 3.8608 1.6065 -0.2709
C 4.5379 0.6715 -0.9925
C 3.9589 -0.5993 -1.1408
C 2.7110 -0.8407 -0.6337
C 2.2039 -2.2577 -0.6515
N 1.9830 0.1444 -0.0054
C 0.0913 2.4525 2.3291
C -0.4865 3.5119 3.0460
C -1.6700 3.3242 3.7218
C -2.2399 2.0544 3.7295
C -1.6351 1.0337 3.0184
C -2.1925 -0.3586 3.0957
N -0.5170 1.2512 2.2855
H -0.0863 -1.9211 -4.1658
H 1.1995 -1.7768 -2.9647
H -0.4592 -2.0418 -2.4302
H -0.1836 0.2070 -5.2306
H -0.6083 2.6440 -5.0744
H -0.7836 3.6998 -2.7841
H 4.3013 2.5786 -0.0833
H 5.5151 0.8872 -1.4067
H 4.4948 -1.4037 -1.6268
H 2.6722 -2.8141 -1.4634
H 2.4809 -2.7468 0.2872
H 1.1253 -2.3305 -0.7336
H 0.0004 4.4803 3.0457
H -2.1414 4.1437 4.2512
H -3.1445 1.8492 4.2872
H -3.0849 -0.3677 3.7199
H -2.4557 -0.7468 2.1138
H -1.4510 -1.0317 3.5332
Br -4.1146 5.9351 0.5962
C -3.5421 4.1550 0.3618
C -4.4088 3.0823 0.5772
Br -6.1896 3.4072 1.0988
C -3.9761 1.7688 0.4255
Br -5.0933 0.2847 0.6987
C -2.6470 1.4940 0.0737
O -2.1570 0.2914 -0.0591
C -1.8168 2.5957 -0.1796
O -0.4985 2.2506 -0.5435
C -2.2266 3.9018 -0.0334
Br -0.9898 5.2724 -0.3728
C -1.8193 -3.5009 0.3360
C -0.8067 -3.7326 1.4244
C -0.6913 -4.9661 2.0527
C 0.2560 -5.1801 3.0409
C 1.1027 -4.1507 3.4269
C 1.0234 -2.8984 2.8359
C 1.9386 -1.7774 3.2443
C 0.0681 -2.7062 1.8230
N -0.0380 -1.4643 1.2435
H -2.6298 -4.2264 0.4073
H -1.3594 -3.6176 -0.6506
H -2.2428 -2.4981 0.3781
H -1.3612 -5.7680 1.7636
H 0.3273 -6.1487 3.5199
H 1.8331 -4.3166 4.2109
H 2.2332 -1.8854 4.2879
H 1.4669 -0.8039 3.1083
H 2.8526 -1.7776 2.6423

HOMO level (alpha / beta)	-5.6 / -5.6	eV
expectation value of S²	0.76
maximum force	0.7	eV/Å
spin multiplicity	2
lowest unoccupied orbital energy (alpha / beta)	-0.24 / -0.27	eV
charge	0
HOMO-LUMO gap (alpha / beta)	0.19652 / 0.19534	Ha

=====

Question: What is the formula in the second record?
Answer: C32H27Br4N4O2ReSb